(1)
Below is an isolated molecule of C17H21BrN4O4S in a non-equilibrium geometry, with properties calculated with the ωB97M-V functional and the def2-TZVPD basis.

```
48
Properties=species:S:1:pos:R:3:nbo_charge:R:1
C 1.60 2.01 -4.31 -0.61
C 0.98 1.30 -3.07 -0.42
C 0.59 -0.18 -3.34 -0.21
N 0.56 -0.89 -2.03 -0.53
C 0.34 -2.40 -2.17 -0.21
C 1.77 -2.94 -2.42 -0.41
C 2.73 -2.77 -1.21 -0.60
S 4.43 -3.39 -1.56 2.22
O 4.77 -4.73 -0.99 -0.88
O 4.78 -3.20 -3.01 -0.95
O 5.49 -2.28 -0.90 -0.88
C -0.10 -0.27 -0.95 0.28
C -1.45 -0.02 -0.88 -0.31
C -1.96 0.58 0.27 -0.14
C -1.12 0.74 1.44 -0.04
N -1.69 1.03 2.64 -0.15
N -2.58 1.99 2.73 -0.17
C -3.20 2.21 3.92 0.28
C -2.86 1.60 5.15 -0.23
C -3.77 1.68 6.20 -0.20
C -4.81 2.54 6.19 -0.10
Br -6.38 2.31 7.31 0.06
C -4.95 3.15 5.04 0.01
N -4.18 3.06 3.94 -0.38
C 0.27 0.54 1.27 0.39
O 1.06 0.68 2.37 -0.66
C 0.80 0.14 0.02 -0.33
H 1.62 3.11 -4.19 0.22
H 2.65 1.71 -4.59 0.21
H 1.00 1.71 -5.22 0.20
H 0.11 1.88 -2.70 0.21
H 1.74 1.50 -2.36 0.21
H 1.29 -0.68 -4.12 0.20
H -0.35 -0.30 -3.84 0.17
H -0.07 -2.80 -1.19 0.21
H -0.42 -2.55 -2.94 0.20
H 2.18 -2.59 -3.46 0.25
H 1.69 -3.99 -2.58 0.22
H 2.88 -1.72 -1.07 0.26
H 2.42 -3.24 -0.32 0.25
H 6.27 -2.30 -1.50 0.51
H -2.12 -0.41 -1.67 0.23
H -3.01 0.90 0.37 0.23
H -2.03 0.84 5.14 0.24
H -3.63 0.96 6.95 0.23
H -5.94 3.71 4.96 0.20
H 0.66 1.52 2.69 0.49
H 1.91 0.24 -0.01 0.24
```

HOMO energy: -8.81 eV
relative energy (zero: lowest compared OMol25 entry of this formula, charge and spin): 655.0 kJ/mol
total charge: 0
LUMO energy: -0.05486 hartree
HOMO-LUMO gap: 7.32 eV

***

(2)
Below is a structure of composition C37H33Cl3CrF6NO2S2Si in a non-equilibrium geometry, with properties calculated with the ωB97M-V functional and the def2-TZVPD basis.

```
86
Properties=species:S:1:pos:R:3:mulliken_spin:R:1
Cr -0.86 0.03 -0.05 0.87
F -4.73 1.52 5.56 0.00
C -4.49 0.84 4.43 0.00
C -3.36 1.09 3.68 0.00
F -2.50 2.04 4.07 0.00
C -3.13 0.38 2.52 0.01
F -2.07 0.71 1.80 -0.01
C -3.97 -0.64 2.08 0.00
S -3.71 -1.47 0.54 0.01
C -5.11 -0.85 2.85 0.00
F -5.99 -1.79 2.49 0.00
C -5.38 -0.14 4.00 0.00
F -6.47 -0.38 4.72 0.00
C 5.56 4.12 1.34 0.00
C 4.62 2.98 1.63 0.00
C 3.55 3.14 2.51 0.00
C 2.69 2.09 2.79 0.00
C 2.91 0.85 2.20 0.00
C 3.94 0.68 1.29 0.00
C 4.80 1.74 1.02 0.00
S 1.80 -0.56 2.41 0.01
C 1.82 -0.55 4.25 0.00
O 2.63 -1.73 2.04 0.00
H 5.40 4.94 2.03 0.00
H 5.41 4.49 0.32 0.00
H 6.60 3.79 1.42 0.00
H 3.38 4.10 2.97 0.00
H 1.85 2.24 3.45 0.00
H 4.07 -0.28 0.82 0.00
H 5.61 1.61 0.31 0.00
H 2.84 -0.75 4.57 0.00
H 1.15 -1.35 4.57 0.00
H 1.47 0.41 4.62 0.00
F -2.15 6.81 -1.07 0.00
C -1.59 5.61 -0.72 0.00
C -0.57 5.08 -1.49 0.00
C 0.00 3.88 -1.12 -0.01
C -0.41 3.17 0.02 0.04
C 0.20 1.89 0.41 0.00
C -1.45 3.75 0.77 0.00
C -2.04 4.95 0.40 0.00
H -0.24 5.61 -2.38 0.00
H 0.80 3.47 -1.73 0.00
H 0.26 1.84 1.50 0.00
H 1.22 1.83 0.00 -0.02
H -1.80 3.25 1.66 0.00
H -2.85 5.39 0.99 0.00
N -2.04 -1.73 0.55 0.00
C -1.65 -3.00 0.93 0.00
C -2.51 -4.09 1.17 0.00
C -2.03 -5.34 1.53 0.00
C -0.66 -5.57 1.66 0.00
C 0.20 -4.51 1.44 0.00
C -0.27 -3.26 1.11 -0.01
H -3.58 -3.95 1.06 0.00
H -2.73 -6.14 1.72 0.00
H -0.29 -6.56 1.92 0.00
H 1.28 -4.65 1.54 0.00
H 0.42 -2.45 0.97 0.03
C -0.44 -2.12 -6.87 0.00
C 0.21 -1.99 -5.51 0.01
C 0.47 -0.73 -4.97 -0.01
C 0.92 -0.59 -3.67 0.00
C 1.33 0.77 -3.18 0.01
C 1.09 -1.73 -2.85 0.00
C 1.30 -1.55 -1.41 0.05
O 0.51 -0.80 -0.70 0.00
C 0.93 -3.00 -3.42 0.02
C 1.14 -4.27 -2.64 0.00
C 0.50 -3.10 -4.74 0.00
H -0.02 -1.40 -7.58 0.00
H -1.51 -1.92 -6.78 0.00
H -0.31 -3.13 -7.27 0.00
H 0.28 0.16 -5.56 0.00
H 1.02 1.55 -3.88 0.00
H 2.42 0.81 -3.08 0.00
H 0.90 1.01 -2.21 0.04
H 2.00 -2.18 -0.86 0.00
H 1.37 -4.08 -1.59 0.00
H 1.95 -4.87 -3.07 0.00
H 0.23 -4.88 -2.66 0.00
H 0.34 -4.10 -5.16 0.00
Cl -2.17 2.14 -3.11 0.00
Si -2.59 0.77 -1.52 -0.02
Cl -3.14 -0.89 -2.74 0.00
Cl -4.53 1.57 -1.03 0.00
```

HOMO energy (spin up / spin down): -0.06 / 0.01 eV
relative energy (zero: lowest compared OMol25 entry of this formula, charge and spin): 286.8 kJ/mol
multiplicity: 2
⟨S²⟩: 0.773
total charge: -2
LUMO energy (spin up / spin down): 0.13940 / 0.13941 hartree
HOMO-LUMO gap (spin up / spin down): 3.86 / 3.79 eV

***

(3)
Below is a structure of composition C26H48OP2Rh in a non-equilibrium geometry, with properties calculated with the ωB97M-V functional and the def2-TZVPD basis.

```
78
Properties=species:S:1:pos:R:3:mulliken_spin:R:1
Rh 0.11 -0.81 -0.39 0.62
C -0.91 -1.96 2.24 0.25
C 0.40 -2.10 1.52 0.21
C 0.65 -0.74 3.43 0.17
C -0.73 -1.12 3.33 0.18
C 1.37 -1.36 2.42 0.16
C -2.15 -2.74 2.01 -0.02
H -2.07 -3.36 1.11 0.00
H -2.98 -2.03 1.86 0.02
H -2.45 -3.41 2.84 0.02
C -1.74 -0.78 4.35 -0.01
H -2.75 -1.07 4.03 0.00
H -1.74 0.30 4.57 0.01
H -1.53 -1.30 5.31 0.01
C 1.19 0.13 4.49 -0.01
H 0.85 -0.22 5.48 0.01
H 0.84 1.17 4.36 0.01
H 2.28 0.14 4.48 0.00
C 2.84 -1.44 2.40 0.07
H 3.27 -1.85 3.33 0.01
H 3.25 -0.42 2.28 0.01
H 3.22 -2.06 1.58 0.00
C 0.84 -3.45 1.00 -0.01
H 1.22 -4.07 1.83 0.00
H 1.65 -3.35 0.28 0.00
H 0.01 -4.01 0.57 -0.01
C -1.30 1.27 -3.17 0.67
C -1.73 -0.13 -3.14 0.07
C -1.20 -1.03 -4.31 0.01
C 0.29 -0.95 -4.69 0.00
C 1.16 -0.63 -3.55 -0.05
C 1.61 0.65 -3.36 0.06
C 1.05 1.90 -4.00 0.05
C -0.50 1.85 -4.24 0.11
H -1.75 -0.62 -5.17 0.01
H 0.45 -0.26 -5.54 0.00
H -1.49 -2.09 -4.16 0.00
H -0.71 1.37 -5.21 0.01
H -1.84 1.99 -2.56 -0.04
H -2.84 -0.27 -3.31 0.03
H -0.81 2.91 -4.32 0.01
H 1.28 2.77 -3.34 0.00
H 2.56 0.85 -2.89 0.00
H 1.55 2.11 -4.96 -0.01
H 0.58 -1.95 -5.09 0.00
H 1.62 -1.47 -3.08 0.00
P -1.71 -0.43 -1.43 0.10
C -3.00 0.50 -0.63 0.00
C -1.44 -2.26 -1.56 0.11
P 2.08 0.46 -0.11 0.15
C 0.52 0.99 -0.87 0.10
C 3.14 -0.81 -1.06 0.03
C 2.81 2.10 0.20 0.07
H -2.61 1.22 0.11 0.01
H -3.60 -0.24 -0.07 -0.01
H -3.65 1.07 -1.32 0.00
H -0.71 -2.49 -2.36 -0.01
H -2.48 -2.58 -1.80 0.03
H -1.10 -2.70 -0.60 -0.06
H 2.70 2.69 -0.73 0.01
H 3.86 2.01 0.51 0.00
H 2.24 2.55 1.03 0.00
H -0.11 1.79 -0.43 -0.05
H 0.71 0.98 -1.98 -0.06
H 3.92 -1.20 -0.39 0.00
H 3.58 -0.32 -1.95 0.01
H 2.46 -1.65 -1.35 0.00
C -1.92 2.25 2.87 0.00
C -0.80 2.54 1.89 -0.04
C -0.11 3.84 2.26 0.12
O 0.08 1.52 1.78 0.82
H -2.44 1.33 2.64 0.00
H -2.66 3.05 2.87 0.00
H -1.53 2.18 3.89 0.00
H -1.35 2.76 0.93 0.05
H 0.37 3.75 3.24 0.00
H 0.67 4.09 1.54 -0.01
H -0.83 4.65 2.28 0.00
```

HOMO energy (spin up / spin down): -9.05 / -9.84 eV
relative energy (zero: lowest compared OMol25 entry of this formula, charge and spin): 529.1 kJ/mol
multiplicity: 5
⟨S²⟩: 6.035
total charge: +1
LUMO energy (spin up / spin down): -0.06948 / -0.16070 hartree
HOMO-LUMO gap (spin up / spin down): 7.16 / 5.47 eV

***

(4)
Below is a structure of composition C27H18N7RbS in a non-equilibrium geometry, with properties calculated with the ωB97M-V functional and the def2-TZVPD basis.

```
54
Properties=species:S:1:pos:R:3:nbo_charge:R:1
Rb -0.83 1.79 -0.05 0.91
C -1.57 1.34 -4.93 0.01
C -1.68 1.68 -3.57 0.01
N -1.10 0.93 -2.63 -0.40
C -0.33 -0.17 -3.07 0.10
C -0.20 -0.42 -4.43 0.00
N -0.81 0.35 -5.38 -0.35
C 0.34 -0.98 -2.05 0.25
C 1.03 -2.08 -2.51 -0.24
C 1.69 -2.92 -1.63 0.02
C 1.69 -2.60 -0.28 -0.23
C 1.08 -1.37 0.10 0.21
N 0.36 -0.62 -0.76 -0.45
C 1.10 -0.89 1.52 0.12
C 1.22 -1.69 2.69 0.01
N 1.38 -1.13 3.88 -0.37
C 1.52 0.22 3.93 0.01
C 1.22 1.04 2.85 0.01
N 1.05 0.45 1.67 -0.40
C 2.35 -4.14 -2.18 -0.04
C 2.82 -4.21 -3.48 -0.24
C 3.42 -5.35 -3.92 0.04
N 3.62 -6.40 -3.13 -0.40
C 3.26 -6.33 -1.87 0.05
C 2.57 -5.23 -1.37 -0.23
H -2.13 2.02 -5.58 0.20
H -2.29 2.50 -3.24 0.21
H 0.50 -1.12 -4.80 0.20
H 0.95 -2.45 -3.56 0.22
H 2.19 -3.14 0.50 0.23
H 1.20 -2.79 2.61 0.20
H 1.93 0.63 4.83 0.20
H 1.06 2.13 2.93 0.24
H 2.67 -3.39 -4.16 0.21
H 3.73 -5.52 -4.96 0.20
H 3.58 -7.14 -1.25 0.20
H 2.26 -5.22 -0.36 0.21
S -1.51 5.96 3.02 0.32
C -0.24 6.38 2.00 -0.43
C -0.04 5.43 1.04 -0.32
C -0.78 4.24 1.24 -0.39
C -1.60 4.33 2.34 -0.37
C -2.58 3.38 2.85 0.22
C -3.55 3.69 3.84 -0.27
C -4.37 2.71 4.32 -0.16
C -4.30 1.44 3.78 -0.31
C -3.31 1.23 2.79 0.05
N -2.54 2.15 2.28 -0.49
H 0.23 7.31 2.10 0.22
H 0.62 5.58 0.24 0.19
H -3.61 4.68 4.21 0.22
H -5.15 2.92 5.06 0.21
H -4.91 0.60 4.13 0.21
H -3.22 0.21 2.40 0.17
```

HOMO energy: -6.09 eV
total charge: 0
LUMO energy: -0.04503 hartree
HOMO-LUMO gap: 4.86 eV